No. 1
Formula: C4H4N2O
Source: the Open Molecules 2025 dataset
Level of theory: ωB97M-V/def2-TZVPD

Summary:
Energy relative to the best compared isomer or geometry (same formula, charge and spin), kcal per mole: 43.2
SMILES: O/C=C1/C=NC=N1
HOMO, eV: -9.33
Kohn-Sham gap, eV: 8.801

```
! RIJCOSX wB97M-V def2-TZVPD def2/J DEFGRID3
* xyz 0 1
O -2.321 -0.584 0.107
C -1.360 0.391 -0.031
C -0.095 0.015 -0.110
C 1.008 0.897 -0.029
N 2.171 0.275 0.023
C 1.677 -1.049 0.069
N 0.355 -1.252 -0.153
H -3.129 -0.160 -0.076
H -1.692 1.400 -0.172
H 0.981 1.937 0.211
H 2.404 -1.872 0.161
*
```



No. 2
Formula: C28H84N2O14
Source: the Open Molecules 2025 dataset
Level of theory: ωB97M-V/def2-TZVPD

Summary:
Energy relative to the best compared isomer or geometry (same formula, charge and spin), kcal per mole: 0.0
HOMO, eV: -9.40
Kohn-Sham gap, eV: 9.781

```
! RIJCOSX wB97M-V def2-TZVPD def2/J DEFGRID3
* xyz 0 1
C 1.529 2.762 -2.750
O 1.784 3.956 -3.537
H 1.385 3.073 -1.721
H 0.661 2.221 -3.139
H 2.396 2.097 -2.834
H 1.915 3.661 -4.446
C -3.076 3.636 1.623
O -1.867 2.930 1.619
H -3.066 4.420 0.861
H -3.899 2.943 1.445
H -3.183 4.098 2.599
H -1.817 2.199 0.954
C -3.069 -3.652 -0.595
O -2.109 -4.256 0.290
H -2.683 -2.667 -0.855
H -3.083 -4.204 -1.538
H -4.042 -3.562 -0.120
H -2.226 -5.209 0.304
C -5.916 0.455 2.019
O -6.650 0.819 3.165
H -6.474 0.464 1.074
H -5.063 1.114 1.873
H -5.516 -0.571 2.085
H -7.554 0.515 3.052
C -3.136 0.148 4.077
O -2.122 -0.356 4.910
H -2.691 0.616 3.178
H -3.741 -0.643 3.625
H -3.769 0.917 4.532
H -1.336 0.213 4.819
C -0.117 -3.094 2.932
O 0.226 -3.611 1.688
H 0.764 -3.073 3.579
H -0.393 -2.042 2.827
H -0.894 -3.669 3.427
H -0.594 -3.826 1.181
C 2.423 -1.679 -4.031
O 1.732 -2.330 -4.850
N 2.818 -0.334 -4.246
N 2.835 -2.189 -2.781
H 2.592 0.043 -5.140
H 3.534 0.044 -3.625
H 3.387 -1.576 -2.231
H 2.586 -3.122 -2.537
C -0.104 -0.713 -1.368
C -0.713 -0.415 -0.019
C 0.276 0.041 0.993
O -1.672 0.652 -0.134
H 0.801 -1.316 -1.250
H 0.189 0.161 -1.953
H -0.830 -1.282 -1.957
H -1.243 -1.292 0.369
H 0.882 0.876 0.652
H 0.971 -0.771 1.238
H -0.215 0.296 1.935
H -2.336 0.474 -0.836
C 2.261 4.927 3.498
C 1.116 4.429 2.644
C 1.591 3.724 1.371
O 0.264 3.523 3.426
H 2.835 4.108 3.931
H 1.881 5.566 4.295
H 2.911 5.525 2.857
H 0.471 5.248 2.289
H 2.028 2.750 1.588
H 2.405 4.309 0.908
H 0.803 3.644 0.626
H -0.433 3.261 2.766
C 6.082 0.266 -0.229
C 4.729 0.270 -0.854
C 3.673 1.128 -0.233
O 4.838 0.496 -2.303
H 6.023 -0.058 0.814
H 6.533 1.261 -0.206
H 6.705 -0.426 -0.786
H 4.324 -0.750 -0.782
H 3.963 2.189 -0.315
H 3.639 0.944 0.842
H 2.700 1.013 -0.693
H 4.912 1.461 -2.416
C -5.377 1.569 -3.318
C -3.898 1.586 -3.020
C -3.581 2.646 -1.978
O -3.484 0.339 -2.445
H -5.748 2.524 -3.695
H -5.948 1.360 -2.408
H -5.620 0.807 -4.067
H -3.303 1.811 -3.914
H -4.095 2.387 -1.048
H -3.835 3.664 -2.278
H -2.510 2.679 -1.753
H -3.581 -0.335 -3.151
C 4.117 -2.704 2.015
C 3.742 -3.586 0.843
C 3.593 -5.047 1.254
O 2.485 -3.100 0.325
H 4.913 -3.164 2.621
H 3.263 -2.577 2.685
H 4.449 -1.715 1.703
H 4.507 -3.505 0.064
H 4.557 -5.575 1.291
H 2.936 -5.624 0.609
H 3.229 -5.130 2.289
H 1.787 -3.365 1.002
C -3.477 -2.339 -6.821
C -2.878 -2.397 -5.440
C -1.529 -1.706 -5.326
O -3.773 -1.742 -4.471
H -4.378 -2.971 -6.888
H -2.836 -2.692 -7.634
H -3.802 -1.335 -7.117
H -2.704 -3.446 -5.139
H -0.732 -2.222 -5.861
H -1.196 -1.597 -4.295
H -1.572 -0.693 -5.755
H -4.686 -2.014 -4.640
C 2.708 0.266 3.213
C 1.748 0.143 4.398
C 2.405 0.722 5.653
O 0.508 0.756 4.135
H 2.288 -0.229 2.324
H 3.633 -0.279 3.436
H 2.991 1.281 2.933
H 1.594 -0.924 4.575
H 2.694 1.769 5.509
H 3.302 0.182 5.954
H 1.677 0.697 6.470
H 0.673 1.629 3.691
*
```



No. 3
Formula: C38H50CrGe2N2PSi
Source: the Open Molecules 2025 dataset
Level of theory: ωB97M-V/def2-TZVPD

Summary:
HOMO (spin up / spin down), eV: -10.92 / -10.94
Kohn-Sham gap (spin up / spin down), eV: 8.560 / 8.430

```
! RIJCOSX wB97M-V def2-TZVPD def2/J DEFGRID3
* xyz 1 5
Cr 1.409 0.163 -0.203
C -0.375 -4.168 -0.417
C 0.519 -2.864 -0.488
Ge -0.722 -1.407 -1.194
C -0.870 -1.727 -3.180
C -2.356 -1.470 -3.518
C -2.417 -1.479 -0.194
C -2.702 -0.191 0.038
Ge -1.353 0.943 -0.726
C -0.623 2.224 0.651
C -0.764 3.717 0.292
C -1.612 1.834 -2.360
C -3.074 1.986 -2.462
C -3.868 0.284 0.837
C -4.040 1.621 1.171
C -5.219 2.103 1.799
C -6.252 1.289 2.048
C -6.049 -0.109 1.816
C -4.868 -0.572 1.251
H 0.131 -4.922 0.102
H -0.480 -4.473 -1.390
H -1.346 -4.039 0.018
H 1.333 -2.992 -1.231
H 0.956 -2.716 0.457
H -0.490 -2.705 -3.504
H -0.213 -1.003 -3.638
H -3.054 -1.720 -2.734
H -2.582 -2.085 -4.361
H -2.621 -0.494 -3.918
H -2.987 -2.363 0.000
H 0.408 2.061 0.962
H -1.214 1.983 1.582
H -1.852 4.005 0.220
H -0.185 3.981 -0.629
H -0.435 4.180 1.135
H -1.198 1.280 -3.222
H -1.091 2.781 -2.394
H -3.548 1.006 -2.604
H -3.377 2.485 -3.338
H -3.548 2.537 -1.600
H -3.323 2.439 0.872
H -5.330 3.176 1.957
H -7.181 1.583 2.563
H -6.852 -0.725 2.123
H -4.811 -1.643 1.170
N 2.595 -1.216 2.393
P 1.229 -0.277 2.292
C 1.493 0.921 3.630
C 0.703 1.027 4.728
C 1.058 1.905 5.773
C 2.232 2.648 5.666
C 3.062 2.476 4.573
C 2.734 1.662 3.578
C -0.174 -1.294 2.931
C -1.444 -0.743 3.123
C -2.533 -1.503 3.546
C -2.210 -2.828 3.903
C -0.939 -3.336 3.848
C 0.113 -2.627 3.227
C 3.630 -0.972 1.496
C 4.900 -1.490 1.857
C 5.959 -1.015 1.093
C 5.781 -0.378 -0.147
C 4.420 -0.138 -0.482
N 3.421 -0.353 0.404
H 2.849 -1.608 3.303
H -0.241 0.456 4.706
H 0.441 2.007 6.693
H 2.575 3.222 6.490
H 4.004 3.025 4.499
H 3.379 1.586 2.675
H -1.558 0.335 2.814
H -3.556 -1.132 3.550
H -3.068 -3.421 4.154
H -0.759 -4.375 4.118
H 1.083 -3.138 3.066
H 4.989 -1.983 2.848
H 6.977 -1.257 1.421
H 6.612 -0.086 -0.679
H 4.079 0.279 -1.430
C 0.744 0.087 -6.027
Si 2.304 0.607 -5.104
C 2.920 2.396 -5.604
C 3.804 -0.408 -5.325
C 1.943 0.590 -3.315
C 1.916 0.466 -2.134
H 0.674 0.457 -6.979
H -0.181 0.344 -5.538
H 0.814 -1.056 -6.059
H 3.049 2.200 -6.726
H 3.778 2.667 -5.055
H 2.109 3.133 -5.419
H 3.994 -0.402 -6.424
H 3.821 -1.445 -4.879
H 4.601 0.189 -4.833
*
```



No. 4
Formula: C18H21ClFNO3
Source: the Open Molecules 2025 dataset
Level of theory: ωB97M-V/def2-TZVPD

Summary:
Energy relative to the best compared isomer or geometry (same formula, charge and spin), kcal per mole: 4.2
SMILES: O=C(COC(=O)Cc1c(F)cccc1Cl)NCCC1=CCCCC1
HOMO, eV: -8.86
Kohn-Sham gap, eV: 9.505

```
! RIJCOSX wB97M-V def2-TZVPD def2/J DEFGRID3
* xyz 0 1
O 0.330 3.703 -1.141
C -0.355 3.071 -0.368
C -1.681 3.632 0.187
O -2.815 2.917 -0.306
C -3.183 1.805 0.319
O -2.612 1.336 1.273
C -4.432 1.216 -0.310
C -4.376 -0.283 -0.275
C -5.338 -1.042 0.380
F -6.368 -0.407 0.972
C -5.289 -2.422 0.442
C -4.235 -3.080 -0.167
C -3.253 -2.363 -0.828
C -3.330 -0.981 -0.876
Cl -2.103 -0.090 -1.703
N -0.064 1.847 0.095
C 1.109 1.104 -0.306
C 1.956 0.716 0.912
C 3.157 -0.093 0.507
C 4.383 0.410 0.536
C 5.616 -0.337 0.133
C 5.279 -1.613 -0.633
C 4.152 -2.352 0.077
C 2.886 -1.500 0.046
H -1.803 4.657 -0.164
H -1.669 3.594 1.282
H -4.511 1.587 -1.334
H -5.295 1.569 0.258
H -6.065 -2.957 0.964
H -4.176 -4.156 -0.125
H -2.428 -2.868 -1.304
H -0.688 1.405 0.759
H 1.681 1.742 -0.982
H 0.795 0.204 -0.844
H 1.334 0.137 1.600
H 2.274 1.627 1.421
H 4.543 1.422 0.884
H 6.184 -0.586 1.037
H 6.252 0.312 -0.473
H 6.164 -2.247 -0.711
H 4.958 -1.356 -1.644
H 4.440 -2.539 1.113
H 3.965 -3.315 -0.402
H 2.496 -1.473 -0.976
H 2.115 -1.950 0.677
*
```



No. 5
Formula: C11H14BrP
Source: the Open Molecules 2025 dataset
Level of theory: ωB97M-V/def2-TZVPD

Summary:
Energy relative to the best compared isomer or geometry (same formula, charge and spin), kcal per mole: 0.0
SMILES: BrP(c1ccccc1)C1CCCC1
HOMO, eV: -9.10
Kohn-Sham gap, eV: 9.778

```
! RIJCOSX wB97M-V def2-TZVPD def2/J DEFGRID3
* xyz 0 1
Br -0.729 -3.009 -1.540
P 0.507 -1.227 -1.139
C 0.482 -1.238 0.819
C -0.532 -1.657 1.673
C -0.270 -1.661 3.064
C 0.961 -1.282 3.568
C 1.983 -0.921 2.780
C 1.753 -0.947 1.423
C -0.846 0.062 -1.110
C -1.396 0.602 -2.443
C -0.383 1.696 -2.793
C 0.020 2.446 -1.482
C -0.222 1.331 -0.458
H -1.469 -2.040 1.224
H -1.125 -1.906 3.777
H 1.076 -1.169 4.611
H 3.008 -0.622 3.135
H 2.608 -0.819 0.735
H -1.732 -0.439 -0.655
H -2.415 0.953 -2.553
H -1.269 -0.167 -3.200
H -0.841 2.306 -3.532
H 0.522 1.264 -3.258
H 1.076 2.471 -1.679
H -0.501 3.402 -1.190
H 0.703 0.979 -0.029
H -0.966 1.590 0.254
*
```



No. 6
Formula: C3H5NO2
Source: the Open Molecules 2025 dataset
Level of theory: ωB97M-V/def2-TZVPD

Summary:
Energy relative to the best compared isomer or geometry (same formula, charge and spin), kcal per mole: 85.9
HOMO, eV: -9.09
Kohn-Sham gap, eV: 9.982

```
! RIJCOSX wB97M-V def2-TZVPD def2/J DEFGRID3
* xyz 0 1
O -1.159 -0.588 -1.907
C -1.524 -0.132 -0.852
C -0.614 0.022 0.360
N 0.743 -0.388 0.058
C 2.103 0.890 0.242
O 1.662 1.954 0.355
H -2.578 0.196 -0.709
H -0.650 1.087 0.655
H -1.066 -0.553 1.180
H 0.820 -0.868 -0.831
H 1.739 -0.449 0.629
*
```



No. 7
Formula: C17H25F4N3O4S
Source: the Open Molecules 2025 dataset
Level of theory: ωB97M-V/def2-TZVPD

Summary:
SMILES: CCc1c(F)c(F)c(S(N)(=O)=O)c(F)c1F.CNC(=O)[C@H](CC(C)C)NC(C)=O
HOMO, eV: -9.33
Kohn-Sham gap, eV: 9.026

```
! RIJCOSX wB97M-V def2-TZVPD def2/J DEFGRID3
* xyz 0 1
C 4.858 0.395 -1.694
C 5.315 0.779 -0.286
C 4.115 0.981 0.619
C 3.562 -0.106 1.316
F 4.096 -1.346 1.191
C 2.428 0.073 2.121
F 1.895 -1.000 2.752
C 1.828 1.330 2.233
S 0.332 1.424 3.241
N -0.137 3.001 3.390
O -0.816 0.788 2.590
O 0.522 0.960 4.615
C 2.383 2.424 1.554
F 1.846 3.664 1.629
C 3.521 2.248 0.751
F 4.035 3.314 0.089
H 5.726 0.243 -2.343
H 4.277 -0.533 -1.670
H 4.237 1.186 -2.126
H 5.916 1.693 -0.332
H 5.963 -0.006 0.115
H -0.582 3.054 4.296
H -0.809 3.155 2.651
C -5.157 1.097 1.164
N -4.006 0.241 0.882
C -3.208 0.367 -0.186
O -3.396 1.218 -1.050
C -2.083 -0.677 -0.323
C -1.101 -0.413 -1.489
C 0.008 -1.466 -1.687
C 0.939 -1.022 -2.816
C 0.867 -1.649 -0.439
N -2.572 -2.067 -0.323
C -3.509 -2.655 -1.070
C -4.296 -1.884 -2.112
O -3.737 -3.843 -0.911
H -5.779 1.187 0.271
H -5.753 0.670 1.972
H -4.816 2.092 1.454
H -3.793 -0.499 1.533
H -1.499 -0.568 0.589
H -1.664 -0.336 -2.418
H -0.632 0.558 -1.317
H -0.436 -2.423 -1.960
H 1.687 -1.793 -3.003
H 0.360 -0.869 -3.727
H 1.438 -0.089 -2.550
H 0.269 -2.034 0.385
H 1.671 -2.357 -0.641
H 1.289 -0.687 -0.168
H -2.131 -2.699 0.327
H -4.892 -2.589 -2.690
H -3.620 -1.359 -2.780
H -4.960 -1.176 -1.621
*
```



No. 8
Formula: C20H41BeF3NO13Zn
Source: the Open Molecules 2025 dataset
Level of theory: ωB97M-V/def2-TZVPD

Summary:
HOMO, eV: -15.03
Kohn-Sham gap, eV: 2.250

```
! RIJCOSX wB97M-V def2-TZVPD def2/J DEFGRID3
* xyz 3 1
Zn 4.436 0.755 0.575
Be -0.792 3.664 1.007
N 1.399 1.022 -0.179
O 1.282 0.097 -0.932
O 2.582 1.333 0.253
O 0.405 1.648 0.245
C -2.600 0.897 1.239
O -2.277 2.173 1.818
C -2.463 2.201 3.235
C -1.147 1.741 3.844
O -0.107 2.244 3.003
C 1.186 1.854 3.411
H -2.074 0.078 1.739
H -2.411 0.784 0.175
H -3.647 0.676 1.454
H -3.278 1.536 3.514
H -2.683 3.207 3.585
H -1.001 0.671 4.016
H -1.018 2.184 4.841
H 1.416 2.194 4.425
H 1.861 2.355 2.717
H 1.356 0.776 3.333
C 1.429 4.446 -1.445
O 1.168 4.746 -0.043
C 2.386 4.708 0.692
C 2.070 5.044 2.120
O 0.766 4.614 2.462
C 0.336 5.012 3.772
H 1.404 3.360 -1.550
H 2.416 4.791 -1.743
H 0.637 4.949 -1.990
H 3.137 5.351 0.231
H 2.811 3.700 0.604
H 2.125 6.112 2.357
H 2.775 4.594 2.830
H 1.144 4.917 4.501
H -0.413 4.296 4.098
H -0.053 6.029 3.767
C -3.590 -1.657 -3.042
O -2.966 -0.500 -2.514
C -2.312 0.379 -3.397
C -0.953 -0.120 -3.876
O -0.976 -1.329 -4.599
C -1.536 -1.183 -5.905
H -4.018 -2.221 -2.215
H -2.851 -2.284 -3.535
H -4.427 -1.453 -3.717
H -2.120 1.268 -2.782
H -2.963 0.753 -4.193
H -0.328 -0.348 -3.008
H -0.404 0.659 -4.425
H -0.762 -0.774 -6.562
H -2.396 -0.515 -5.876
H -1.824 -2.140 -6.329
O 3.988 -1.096 1.238
C 3.568 -2.260 1.375
O 4.360 -3.201 1.750
C 3.757 -4.528 1.555
C 2.567 -4.200 0.654
C 2.178 -2.776 1.048
H 3.403 -5.018 2.458
H 4.493 -5.137 1.042
H 1.768 -4.908 0.873
H 2.755 -4.252 -0.417
H 1.506 -2.774 1.906
H 1.790 -2.219 0.199
C -1.249 -2.128 -0.328
C -0.529 -2.860 -1.464
O -0.595 -4.260 -1.236
C -1.623 -5.010 -1.608
O -2.610 -4.645 -2.162
C -1.378 -6.505 -1.319
F -1.593 -7.286 -2.357
F -0.080 -6.693 -0.966
F -2.112 -6.907 -0.282
H -0.989 -1.067 -0.425
H -0.869 -2.463 0.638
H -2.336 -2.088 -0.364
H 0.514 -2.547 -1.381
H -0.822 -2.466 -2.436
*
```



No. 9
Formula: C7H5NO6Pm
Source: the Open Molecules 2025 dataset
Level of theory: ωB97M-V/def2-TZVPD

Summary:
Energy relative to the best compared isomer or geometry (same formula, charge and spin), kcal per mole: 39.7
HOMO (spin up / spin down), eV: -23.49 / -23.55
Kohn-Sham gap (spin up / spin down), eV: 8.960 / 9.199

```
! RIJCOSX wB97M-V def2-TZVPD def2/J DEFGRID3
* xyz 3 5
O -3.605 -2.543 -2.077
C -2.827 -1.901 -1.525
Pm -1.038 -0.383 -0.206
O 0.182 0.286 -3.549
C -0.342 -0.023 -2.555
C -2.316 -1.280 1.681
O -2.762 -1.547 2.691
C 0.146 -2.555 -0.301
O 0.900 -3.442 -0.231
C -2.807 1.268 -0.587
O -3.480 2.181 -0.628
C 2.172 1.852 1.612
C 1.559 0.917 0.693
N 2.193 0.206 -0.243
O 0.286 0.858 0.901
H 3.234 1.906 1.443
H 1.901 1.508 2.621
H 1.651 2.810 1.463
H 1.762 -0.458 -0.895
H 3.190 0.339 -0.308
*
```